Density functional theory data (ωB97M-V with the def2-TZVPD basis set) for C35H29N9O2RbSe2 as an isolated structure.

Properties
**E_LUMO**: 1.928 eV
**Charge**: -1
**HOMO**: -3.80 eV
**Multiplicity**: 1
**Energy above the lowest of the compared OMol25 structures with the same formula, charge and spin**: 0.460 eV
**Electronic energy**: -185619.7627 eV

Positions of all 78 atoms, in Å:
Rb  -0.62358  1.93181  -1.38623
C  -0.69743  -3.69843  -5.23440
C  -2.10443  -3.77688  -2.80845
N  -2.33380  -1.24401  -1.44436
Se  3.44378  4.82019  -0.42815
N  2.14615  0.04907  2.30381
C  0.39856  4.29876  2.95339
H  -4.18570  -0.92383  -0.17832
C  -0.77663  -2.57238  -4.41765
C  -4.55350  2.36268  3.27603
C  2.15335  4.51783  0.94298
C  2.92281  0.85505  0.47055
C  -0.03700  4.69807  1.66630
C  1.91595  0.95351  -4.03829
H  -2.28376  -5.90242  -3.19903
H  0.77169  2.69778  -3.98074
H  0.45767  -2.74636  -1.58934
H  -4.89750  -0.78868  2.21466
H  3.52711  1.22119  -0.30751
C  3.18544  0.42049  -3.75726
H  -0.29757  -1.68954  -4.63681
C  -1.21382  -4.90264  -4.74941
C  -3.29519  2.13461  1.25963
C  1.74914  2.27518  -3.74467
C  1.73935  4.02019  3.23401
N  1.42619  -3.14832  3.93051
C  2.61239  2.94796  -2.89591
H  3.77329  3.80882  2.37305
O  -0.69905  -0.33472  -2.84049
H  4.18921  -0.56512  1.66799
C  2.66703  4.10536  2.19314
C  0.51761  -3.04236  -0.55266
H  1.18814  0.35104  -4.50443
H  1.06580  -0.38717  3.96981
H  -1.06707  4.78844  1.39046
N  0.88354  4.82116  0.67537
C  -3.82360  0.79523  1.16731
C  -4.64589  0.29882  2.12343
N  1.09039  -4.21159  3.37646
N  3.71848  2.35256  -2.51687
H  0.15824  -5.91719  1.25396
C  0.79085  -2.15865  0.43656
H  -2.77388  -3.66505  -1.94397
H  -3.54580  4.00275  2.36161
C  -3.78056  2.91617  2.31948
C  1.22000  0.91239  1.72348
H  4.97391  0.76302  -2.67094
C  -1.90162  -4.93764  -3.55241
H  -1.21301  -5.84677  -5.29812
N  1.31578  -2.14724  2.99529
H  1.02879  -1.17862  0.13627
H  2.01252  3.55166  4.19515
C  -1.49966  -1.22189  -2.44539
C  1.85744  -0.84775  3.41222
C  4.05657  1.17874  -2.96827
C  0.43420  -4.89342  1.05156
Se  2.13217  4.69461  -2.28361
H  -0.20205  1.19878  3.35915
C  3.28275  0.05028  1.49111
C  -0.18742  1.06114  2.26064
C  0.88191  -2.61275  1.79408
C  -5.04505  1.06584  3.18485
N  1.68282  1.41965  0.61293
C  0.77392  -3.99681  2.06990
N  -2.42926  -0.14154  -0.62436
C  -3.50897  -0.12227  0.03948
C  -1.49311  -2.58282  -3.19969
H  -0.61505  1.92476  1.77268
H  -0.24531  -3.66896  -6.17146
H  -0.16280  -5.18428  -0.91890
O  -2.48572  2.59349  0.38333
H  -5.75323  0.71785  3.90974
H  -0.37416  4.25264  3.67328
C  0.27753  -4.40642  -0.21245
H  -0.92386  0.31056  1.93107
H  2.70068  -1.11160  4.01045
H  3.44931  -0.55519  -4.14298
H  -4.89643  2.99123  4.07636